DFT (the ωB97M-V functional and the def2-TZVPD basis) results for the molecule C20H20FN3O4S2.

```
! RIJCOSX wB97M-V def2-TZVPD def2/J DEFGRID3
* xyz 0 1
C -0.66832 -3.94267 -0.37399
C 0.01152 -2.61172 -0.31001
C 1.28298 -2.45155 -0.84811
C 1.93127 -1.23132 -0.79143
C 1.31628 -0.16615 -0.16653
C 0.04818 -0.27760 0.38931
C -0.60212 -1.51200 0.29893
N -1.92901 -1.62310 0.77563
S -3.13435 -1.58530 -0.37265
O -4.17782 -2.48137 0.03683
O -2.53875 -1.74061 -1.66468
C -3.72942 0.09772 -0.22797
C -3.15136 1.07568 -1.01588
C -3.56133 2.39035 -0.88127
C -4.54759 2.68242 0.04755
C -5.13680 1.70786 0.83727
C -4.71518 0.39727 0.69312
H -5.15112 -0.40006 1.27325
H -5.90657 1.98099 1.54128
F -4.95193 3.95645 0.18633
H -3.13199 3.17989 -1.47675
H -2.39314 0.79058 -1.72705
C -2.18901 -2.14701 2.09415
H -3.21774 -2.50089 2.10010
H -2.05994 -1.37144 2.85415
H -1.52523 -2.98250 2.32386
C -0.56931 0.89983 1.07012
H -1.58171 0.67989 1.39574
H -0.58106 1.75316 0.39475
H 0.03923 1.18213 1.92862
S 2.10572 1.43982 -0.08497
O 2.34034 1.79454 1.28259
O 1.39176 2.36210 -0.91760
N 3.57372 1.22269 -0.87744
C 4.72909 0.70797 -0.32334
C 4.69129 -0.04547 0.84912
C 5.88072 -0.56416 1.33066
N 7.05257 -0.40170 0.73986
C 7.08289 0.31167 -0.37301
C 5.96465 0.88826 -0.94702
H 6.04029 1.46489 -1.85645
H 8.05773 0.42760 -0.82790
H 5.89552 -1.14864 2.24087
H 3.76203 -0.19511 1.37170
H 3.67152 1.79792 -1.69882
H 2.90855 -1.11124 -1.22992
H 1.76388 -3.28981 -1.32886
H -0.35579 -4.48157 -1.26427
H -0.39770 -4.54121 0.49705
H -1.74873 -3.82814 -0.39483
*
```

Results
Orbital gap, eV: 9.97
SMILES string: Cc1ccc(S(=O)(=O)Nc2ccncc2)c(C)c1N(C)S(=O)(=O)c1ccc(F)cc1
ΔE to the lowest compared entry with this formula, charge and spin, kcal/mol: 0.0



DFT (the ωB97M-V functional and the def2-TZVPD basis) results for a structure of composition C17H14BeN3O6SSe.

```
! RIJCOSX wB97M-V def2-TZVPD def2/J DEFGRID3
* xyz -1 1
Be 0.75051 -2.62849 -0.37973
O 5.20083 -3.44176 2.79607
C 4.16116 -3.41835 2.19492
C 2.90804 -2.64197 2.59634
O 2.73719 -2.03565 3.63323
C 2.02446 -2.79743 1.45727
C 2.57614 -3.60013 0.46702
O 1.87519 -3.72327 -0.62838
C 3.87359 -4.12947 0.87010
O 4.58866 -4.94810 0.33787
O 0.85808 -2.27208 1.17377
C -2.53121 2.19004 -3.19508
C -1.30879 1.31990 -3.48636
C -1.37336 -0.05395 -2.83586
N -1.56533 0.01428 -1.38418
C -1.49069 -1.05247 -0.61322
S -1.16657 -2.61455 -1.26932
N -1.84881 -1.01462 0.69341
C -2.23197 0.07729 1.53028
O -3.24105 -0.03088 2.17863
C -1.29720 1.21786 1.63948
C -1.76344 2.52963 1.60216
C -0.88800 3.57189 1.84222
C 0.42987 3.30602 2.18812
C 0.88325 1.99903 2.26526
C 0.02986 0.94999 1.96845
H -2.53708 3.05766 -3.85499
H -2.52265 2.55736 -2.16744
H -3.45604 1.63119 -3.35831
H -0.41082 1.83218 -3.14954
H -1.22423 1.15594 -4.56239
H -0.46036 -0.61173 -3.04748
H -2.21226 -0.62219 -3.24875
H -1.53624 0.94004 -0.96722
H -2.01097 -1.92772 1.09257
H -2.80647 2.71580 1.37461
H -1.23690 4.59434 1.77558
H 1.10964 4.12470 2.38647
H 1.90773 1.78779 2.54102
H 0.38050 -0.07338 2.01707
Se 2.22663 -0.76617 -1.37990
C 1.53301 0.88664 -1.49257
N 1.06612 1.94482 -1.60119
*
```

Results
Orbital gap, eV: 7.03



| no. | HOMO (eV) | lowest unoccupied orbital energy (eV) |
| --- | --- | --- |
| 1 | -9.51 | 0.457 |
| 2 | -5.04 | 1.993 |